Record 1
Here is 7 unconnected molecules or ions with the total composition C28H77N7O7 at a distorted geometry from OMol25. Energies are from wB97M-V/def2-TZVPD.

Each line ends with the Löwdin spin population.
Geometry (Å):
C (-4.822, 1.228, 5.156)  0.00
C (-3.837, 0.245, 4.462)  0.00
C (-4.719, -1.045, 4.136)  0.00
O (-3.870, -1.985, 3.527)  0.00
C (-3.283, -3.079, 4.325)  0.02
N (-3.378, 0.804, 3.254)  0.00
H (-5.135, 0.887, 6.143)  0.00
H (-5.613, 1.523, 4.466)  0.00
H (-4.307, 2.182, 5.274)  0.00
H (-3.055, -0.072, 5.152)  0.00
H (-5.400, -0.810, 3.318)  0.00
H (-5.228, -1.417, 5.026)  0.00
H (-2.659, -3.732, 3.714)  0.00
H (-3.995, -3.798, 4.730)  0.00
H (-2.654, -2.752, 5.152)  0.02
H (-2.642, 0.162, 2.998)  0.00
H (-4.090, 0.719, 2.543)  0.00
C (-1.810, 1.931, 8.685)  0.01
C (-0.611, 2.739, 8.061)  0.00
C (0.327, 1.873, 7.305)  0.02
O (1.255, 2.722, 6.699)  0.01
C (2.016, 1.975, 5.745)  0.05
N (-1.313, 3.778, 7.307)  0.00
H (-1.453, 0.951, 9.001)  0.00
H (-2.534, 1.579, 7.950)  0.00
H (-2.388, 2.579, 9.344)  0.00
H (-0.037, 3.191, 8.870)  0.00
H (-0.150, 1.212, 6.581)  0.01
H (0.895, 1.308, 8.044)  0.01
H (2.858, 2.604, 5.457)  0.01
H (1.527, 1.554, 4.866)  0.01
H (2.463, 1.149, 6.298)  0.02
H (-0.633, 4.343, 6.819)  0.00
H (-1.994, 3.428, 6.649)  0.00
C (1.848, -3.319, -2.983)  0.02
C (2.756, -2.135, -2.671)  0.01
C (3.307, -2.065, -1.217)  0.05
O (2.220, -2.183, -0.269)  0.04
C (2.367, -3.293, 0.539)  0.09
N (3.849, -2.033, -3.578)  0.01
H (1.070, -3.560, -2.258)  0.00
H (2.490, -4.200, -2.994)  0.01
H (1.325, -3.287, -3.939)  0.00
H (2.101, -1.323, -2.989)  0.00
H (3.819, -1.106, -1.138)  0.02
H (4.035, -2.868, -1.102)  0.02
H (2.795, -4.124, -0.021)  0.03
H (1.431, -3.652, 0.967)  0.00
H (3.044, -3.183, 1.386)  0.06
H (4.487, -2.788, -3.373)  0.01
H (4.314, -1.238, -3.165)  0.01
C (2.979, 4.268, -7.545)  0.00
C (4.286, 4.320, -6.682)  0.00
C (4.518, 3.108, -5.735)  0.00
O (3.506, 3.148, -4.664)  0.01
C (2.562, 2.096, -4.859)  0.00
N (5.310, 4.453, -7.702)  0.00
H (2.961, 3.497, -8.316)  0.00
H (2.975, 5.165, -8.165)  0.00
H (2.118, 4.367, -6.884)  0.00
H (4.305, 5.223, -6.072)  0.00
H (5.373, 3.252, -5.074)  0.00
H (4.745, 2.160, -6.223)  0.00
H (2.204, 2.064, -5.888)  0.00
H (1.662, 2.165, -4.248)  0.00
H (3.056, 1.192, -4.501)  0.00
H (5.214, 3.531, -8.102)  0.00
H (5.122, 5.016, -8.519)  0.00
C (1.017, 1.016, -1.325)  0.01
C (-0.016, 0.694, -0.233)  0.00
C (0.264, -0.422, 0.920)  0.01
O (-0.850, -0.325, 1.852)  0.01
C (-0.493, -1.093, 3.055)  0.03
N (-0.380, 1.867, 0.519)  0.00
H (1.351, 0.162, -1.915)  0.00
H (1.930, 1.195, -0.758)  0.01
H (0.718, 1.759, -2.065)  0.00
H (-0.907, 0.399, -0.787)  0.00
H (1.223, -0.274, 1.416)  0.01
H (0.343, -1.409, 0.464)  0.00
H (-0.538, -2.177, 2.961)  0.00
H (-1.201, -0.848, 3.847)  0.00
H (0.489, -0.824, 3.444)  0.03
H (0.455, 2.160, 1.007)  0.00
H (-1.079, 1.627, 1.208)  0.00
C (-2.146, -5.934, -0.601)  0.01
C (-1.770, -5.062, 0.627)  0.00
C (-0.732, -5.670, 1.569)  0.02
O (-0.443, -4.870, 2.696)  0.02
C (0.794, -5.186, 3.426)  0.14
N (-1.177, -3.895, 0.059)  0.00
H (-1.443, -6.519, -1.194)  0.00
H (-2.850, -5.416, -1.253)  0.00
H (-2.687, -6.738, -0.103)  0.00
H (-2.711, -4.981, 1.172)  0.00
H (0.155, -5.902, 0.979)  0.01
H (-1.082, -6.658, 1.868)  0.00
H (0.768, -6.267, 3.564)  0.02
H (0.884, -4.491, 4.261)  0.05
H (1.669, -4.990, 2.806)  0.03
H (-0.502, -4.149, -0.648)  0.00
H (-0.832, -3.274, 0.776)  0.00
C (0.063, 4.005, -4.905)  0.00
C (-0.750, 2.959, -5.778)  0.00
C (-1.969, 2.517, -4.988)  0.00
O (-2.486, 1.280, -5.607)  0.00
C (-3.787, 0.989, -5.162)  0.00
N (-1.144, 3.657, -7.012)  0.00
H (0.165, 3.709, -3.860)  0.00
H (-0.445, 4.968, -4.877)  0.00
H (1.082, 4.186, -5.244)  0.00
H (0.029, 2.220, -5.962)  0.00
H (-2.698, 3.324, -5.055)  0.00
H (-1.743, 2.404, -3.928)  0.00
H (-4.245, 0.204, -5.764)  0.00
H (-4.498, 1.815, -5.161)  0.00
H (-3.834, 0.506, -4.186)  0.00
H (-0.390, 4.121, -7.499)  0.00
H (-1.453, 2.988, -7.703)  0.00

Properties
Kohn-Sham gap (alpha / beta) in eV: 1.544 / 8.680
Spin multiplicity: 2
Lowest unoccupied orbital energy (alpha / beta) in eV: 2.182 / 2.169
Energy above the lowest of the compared OMol25 structures with the same formula, charge and spin in kcal/mol: 51.6
Total charge: -1
Energy in Eh: -2022.65433

Record 2
Here is 8 unconnected molecules or ions with the total composition C28H77N8O10 at a distorted geometry from OMol25. Energies are from wB97M-V/def2-TZVPD.

Each line ends with the Löwdin charge.
Geometry (Å):
N (-24.486, -42.690, 19.017)  -0.49
O (-23.427, -42.728, 18.386)  -0.05
O (-24.543, -42.278, 20.230)  -0.06
O (-25.556, -42.520, 18.344)  -0.11
C (-27.754, -39.416, 22.956)  -0.07
C (-26.762, -40.525, 22.760)  -0.46
C (-27.095, -41.881, 23.323)  -0.16
O (-27.205, -41.930, 24.771)  -0.17
C (-27.549, -43.192, 25.349)  -0.11
N (-26.397, -40.641, 21.367)  0.08
H (-27.995, -39.020, 24.035)  0.11
H (-28.725, -39.537, 22.552)  0.04
H (-27.320, -38.551, 22.414)  0.08
H (-25.885, -40.264, 23.267)  0.07
H (-26.329, -42.505, 23.077)  0.09
H (-28.117, -42.169, 22.995)  0.14
H (-27.627, -43.174, 26.394)  0.06
H (-26.767, -43.931, 25.501)  0.09
H (-28.440, -43.518, 25.171)  0.02
H (-27.102, -41.020, 20.798)  -0.01
H (-25.762, -41.396, 21.169)  0.02
C (-21.754, -38.164, 22.334)  -0.05
C (-22.156, -39.595, 22.513)  -0.45
C (-23.188, -39.869, 23.538)  -0.23
O (-22.866, -39.577, 24.853)  -0.18
C (-23.618, -40.174, 25.792)  -0.19
N (-22.543, -40.349, 21.228)  0.05
H (-22.641, -37.644, 22.284)  0.04
H (-21.126, -38.294, 21.463)  0.05
H (-21.189, -37.641, 23.245)  0.13
H (-21.283, -40.052, 22.822)  0.09
H (-23.439, -40.940, 23.354)  0.13
H (-24.098, -39.073, 23.441)  0.18
H (-23.892, -41.198, 25.763)  0.05
H (-24.806, -40.001, 25.722)  0.12
H (-23.146, -39.941, 26.813)  0.11
H (-22.990, -41.208, 21.309)  -0.04
H (-21.610, -40.814, 20.744)  0.09
C (-24.190, -38.586, 15.378)  -0.04
C (-23.968, -40.032, 15.756)  -0.37
C (-22.503, -40.679, 15.598)  -0.10
O (-22.360, -40.607, 14.143)  -0.21
C (-21.262, -41.262, 13.544)  -0.13
N (-24.293, -40.214, 17.181)  0.04
H (-25.106, -38.394, 15.786)  0.06
H (-24.187, -38.431, 14.416)  0.01
H (-23.463, -37.864, 15.614)  0.07
H (-24.699, -40.529, 15.264)  0.07
H (-22.396, -41.642, 15.922)  0.07
H (-21.716, -40.073, 16.066)  0.12
H (-20.916, -42.209, 13.865)  0.07
H (-20.413, -40.507, 13.471)  0.11
H (-21.544, -41.695, 12.636)  0.05
H (-23.640, -41.083, 17.493)  0.08
H (-25.092, -40.826, 17.438)  0.04
C (-19.510, -39.713, 19.126)  -0.05
C (-19.883, -41.057, 18.454)  -0.37
C (-18.688, -41.764, 17.893)  -0.23
O (-18.311, -40.951, 16.828)  -0.22
C (-17.118, -41.436, 16.212)  -0.06
N (-20.696, -41.799, 19.545)  0.09
H (-18.568, -39.965, 19.720)  0.09
H (-20.369, -39.098, 19.497)  0.07
H (-19.095, -39.042, 18.216)  0.11
H (-20.744, -41.017, 17.820)  0.10
H (-18.953, -42.679, 17.288)  0.15
H (-18.086, -41.823, 18.871)  0.15
H (-17.209, -42.345, 16.004)  -0.01
H (-16.315, -41.292, 17.038)  0.13
H (-17.130, -40.688, 15.402)  0.11
H (-21.434, -42.025, 18.997)  0.01
H (-20.191, -42.514, 19.821)  -0.01
C (-26.812, -45.542, 14.984)  -0.08
C (-25.360, -45.086, 15.405)  -0.44
C (-25.109, -43.675, 14.906)  -0.27
O (-25.074, -43.774, 13.553)  -0.18
C (-24.971, -42.495, 12.817)  -0.03
N (-25.197, -45.224, 16.848)  -0.02
H (-27.021, -45.534, 13.816)  0.08
H (-27.714, -44.797, 15.313)  0.12
H (-26.874, -46.663, 14.968)  0.06
H (-24.569, -45.760, 15.053)  0.14
H (-24.156, -43.394, 15.100)  0.09
H (-25.829, -42.968, 15.304)  0.12
H (-25.448, -41.729, 13.357)  0.06
H (-25.429, -42.588, 11.891)  0.06
H (-23.929, -42.040, 12.739)  0.09
H (-25.780, -44.502, 17.416)  0.08
H (-24.172, -45.256, 17.277)  0.12
C (-28.565, -40.827, 17.029)  -0.07
C (-28.363, -40.326, 18.514)  -0.46
C (-29.511, -39.480, 18.834)  -0.22
O (-29.486, -38.276, 18.061)  -0.17
C (-30.443, -37.256, 18.406)  -0.09
N (-28.257, -41.412, 19.374)  0.03
H (-27.761, -41.703, 16.843)  0.10
H (-28.719, -40.197, 16.069)  0.09
H (-29.528, -41.240, 17.041)  0.02
H (-27.421, -39.826, 18.255)  0.15
H (-29.366, -39.201, 19.794)  0.07
H (-30.592, -39.949, 18.969)  0.17
H (-30.152, -36.312, 17.912)  0.09
H (-30.728, -37.105, 19.387)  0.05
H (-31.351, -37.585, 17.908)  0.08
H (-27.309, -42.072, 19.359)  0.16
H (-28.972, -42.005, 19.426)  0.03
C (-17.659, -44.630, 20.921)  0.00
C (-17.917, -43.753, 22.182)  -0.47
C (-19.322, -43.865, 22.694)  -0.18
O (-20.243, -43.556, 21.644)  -0.23
C (-21.605, -43.502, 22.070)  -0.11
N (-16.957, -43.844, 23.194)  -0.01
H (-18.571, -44.527, 20.203)  0.11
H (-17.645, -45.709, 21.071)  0.08
H (-16.919, -44.386, 20.400)  -0.03
H (-17.730, -42.761, 22.021)  0.10
H (-19.497, -43.142, 23.442)  0.11
H (-19.504, -44.873, 22.968)  0.12
H (-21.997, -44.167, 23.014)  0.13
H (-22.321, -43.556, 21.237)  0.07
H (-21.736, -42.483, 22.557)  0.07
H (-16.071, -43.548, 22.781)  0.08
H (-17.189, -43.298, 24.121)  0.13

Properties
Kohn-Sham gap in eV: 7.840
Spin multiplicity: 1
Lowest unoccupied orbital energy in eV: 2.261
Energy above the lowest of the compared OMol25 structures with the same formula, charge and spin in kcal/mol: 395.8
Total charge: -1
Energy in Eh: -2302.71517